# 1
{"formula": "C29H71N4O6P2Si4Ti", "method": "ωB97M-V/def2-TZVPD", "elements": ["Ti", "N", "C", "C", "N", "H", "H", "H", "H", "H", "H", "H", "H", "C", "C", "C", "O", "P", "O", "C", "P", "O", "O", "C", "C", "C", "O", "C", "C", "C", "O", "C", "C", "C", "H", "H", "H", "H", "H", "H", "H", "H", "H", "H", "H", "H", "H", "H", "H", "H", "H", "H", "H", "H", "H", "H", "H", "H", "H", "H", "H", "H", "H", "H", "C", "Si", "C", "C", "Si", "Si", "C", "C", "C", "Si", "C", "C", "C", "H", "H", "H", "H", "H", "H", "H", "H", "H", "H", "H", "H", "H", "H", "H", "H", "H", "H", "H", "H", "H", "H", "H", "H", "H", "H", "H", "N", "C", "C", "C", "N", "C", "C", "H", "H", "H", "H", "H", "H"], "coordinates": [[1.235, 0.240, 0.219], [2.995, 0.438, 1.637], [2.875, 1.595, 2.557], [1.454, 1.577, 3.056], [0.557, 1.581, 1.872], [2.920, -0.418, 2.188], [3.920, 0.419, 1.214], [3.073, 2.505, 1.990], [3.596, 1.542, 3.373], [1.239, 2.423, 3.710], [1.268, 0.658, 3.610], [0.432, 2.543, 1.561], [-0.370, 1.286, 2.169], [-3.032, -1.269, 5.066], [-1.621, -0.832, 4.761], [-1.309, 0.545, 5.293], [-1.487, -0.773, 3.265], [-0.707, -1.676, 2.265], [0.584, -1.067, 1.772], [-1.845, -1.739, 0.866], [-0.986, -2.000, -0.683], [0.015, -0.854, -0.850], [-1.961, -1.940, -1.874], [-3.087, -2.915, -2.100], [-4.373, -2.149, -1.919], [-2.892, -3.486, -3.479], [-0.390, -3.414, -0.516], [0.622, -4.212, -1.256], [1.748, -4.474, -0.285], [1.009, -3.540, -2.551], [-0.406, -3.078, 2.842], [-1.425, -4.086, 3.288], [-1.051, -4.516, 4.683], [-1.413, -5.214, 2.287], [-3.159, -1.324, 6.147], [-3.264, -2.250, 4.656], [-3.748, -0.544, 4.679], [-0.886, -1.563, 5.097], [-1.922, 1.295, 4.790], [-0.257, 0.800, 5.194], [-1.553, 0.578, 6.355], [-2.334, -0.761, 0.798], [-2.626, -2.489, 1.018], [-2.975, -3.692, -1.338], [-4.452, -1.354, -2.660], [-4.449, -1.712, -0.923], [-5.214, -2.829, -2.055], [-2.841, -2.687, -4.218], [-3.742, -4.122, -3.725], [-1.991, -4.096, -3.545], [0.087, -5.138, -1.463], [2.138, -3.541, 0.129], [2.555, -5.006, -0.789], [1.409, -5.083, 0.551], [1.495, -2.577, -2.390], [0.146, -3.389, -3.198], [1.707, -4.188, -3.082], [-2.391, -3.574, 3.280], [-0.071, -4.990, 4.685], [-1.781, -5.243, 5.039], [-1.043, -3.683, 5.383], [-0.447, -5.719, 2.292], [-1.630, -4.869, 1.277], [-2.174, -5.942, 2.571], [-3.299, 1.346, -1.060], [-2.148, 2.602, -0.253], [-2.471, 2.442, 1.606], [-2.630, 4.338, -0.756], [0.128, 2.282, -1.006], [1.265, 4.339, -0.346], [0.699, 5.684, -1.515], [0.773, 4.865, 1.404], [3.150, 4.323, -0.413], [0.037, 1.960, -3.414], [-0.580, 3.553, -4.176], [-1.162, 0.591, -3.851], [1.686, 1.516, -4.191], [-4.062, 1.033, -0.342], [-2.803, 0.460, -1.455], [-3.829, 1.808, -1.896], [-3.499, 2.789, 1.749], [-1.845, 3.051, 2.260], [-2.464, 1.407, 1.964], [-3.719, 4.412, -0.695], [-2.340, 4.587, -1.776], [-2.213, 5.095, -0.089], [-0.382, 5.818, -1.538], [1.046, 5.509, -2.534], [1.144, 6.625, -1.181], [-0.296, 4.799, 1.618], [1.034, 5.924, 1.478], [1.327, 4.371, 2.206], [3.521, 4.315, -1.439], [3.650, 3.522, 0.132], [3.480, 5.267, 0.031], [-1.557, 3.864, -3.807], [-0.690, 3.357, -5.247], [0.110, 4.389, -4.073], [-2.172, 0.755, -3.482], [-0.817, -0.384, -3.509], [-1.217, 0.560, -4.944], [2.435, 2.304, -4.108], [1.490, 1.373, -5.257], [2.106, 0.583, -3.813], [6.534, -0.324, -2.992], [5.357, -0.183, -2.388], [4.681, -1.287, -1.812], [3.475, -1.093, -1.207], [2.854, 0.109, -1.118], [3.503, 1.164, -1.667], [4.717, 1.072, -2.283], [6.979, -1.223, -3.073], [7.007, 0.459, -3.413], [5.109, -2.279, -1.847], [2.962, -1.937, -0.758], [2.998, 2.117, -1.604], [5.166, 1.961, -2.704]], "lowdin_charge": [0.9129, -0.0143, -0.1759, -0.2007, -0.0616, 0.1104, 0.1138, 0.1049, 0.1416, 0.1362, 0.1052, -0.0103, 0.0530, -0.0179, -0.3690, -0.0187, -0.1840, 0.4919, -0.3462, -0.1653, 0.4997, -0.3837, -0.1833, -0.3753, -0.0245, -0.0159, -0.1699, -0.3518, -0.0112, -0.0212, -0.1461, -0.3881, -0.0153, -0.0212, 0.1095, 0.0723, 0.1025, 0.1291, 0.0948, 0.0669, 0.1081, 0.0821, 0.1034, 0.1373, 0.0995, 0.0765, 0.1062, 0.1019, 0.1072, 0.0777, 0.1559, 0.0673, 0.1056, 0.0858, 0.0645, 0.0781, 0.1100, 0.1213, 0.1040, 0.1099, 0.0742, 0.0962, 0.0669, 0.1080, -0.2084, 0.3989, -0.2081, -0.1971, 0.5297, 0.3951, -0.1882, -0.1951, -0.2088, 0.3901, -0.1875, -0.1968, -0.2014, 0.0432, -0.0172, 0.0520, 0.0577, 0.0269, 0.0066, 0.0544, 0.0174, 0.0365, 0.0247, 0.0249, 0.0558, 0.0257, 0.0573, 0.0216, 0.0383, 0.0073, 0.0549, 0.0291, 0.0533, 0.0198, 0.0170, 0.0112, 0.0538, 0.0357, 0.0528, 0.0189, 0.1968, -0.2705, 0.0326, -0.1322, -0.0978, -0.1648, 0.0298, 0.1348, 0.1364, 0.1311, 0.0911, 0.0545, 0.1357], "total_charge": 3, "lumo_energy_ev": [-8.15, -8.15], "total_energy_ha": -4507.78984, "homo_lumo_gap_ev": [7.49, 7.49], "homo_energy_ev": [-15.6, -15.6], "molar_mass_da": 794.068}

# 2
{"formula": "C29H73FN5O5PSSbSiTi", "method": "ωB97M-V/def2-TZVPD", "elements": ["Ti", "C", "C", "N", "C", "C", "N", "C", "C", "N", "H", "H", "H", "H", "H", "H", "H", "H", "H", "H", "H", "H", "H", "H", "H", "C", "C", "C", "C", "O", "Si", "S", "O", "C", "C", "C", "C", "O", "C", "C", "C", "C", "H", "H", "H", "H", "H", "H", "H", "H", "H", "H", "H", "H", "H", "H", "H", "H", "H", "H", "H", "H", "H", "H", "H", "H", "H", "H", "H", "F", "C", "C", "C", "Sb", "C", "C", "C", "C", "C", "C", "H", "H", "H", "H", "H", "H", "H", "H", "H", "H", "H", "H", "H", "H", "H", "H", "H", "H", "H", "H", "H", "N", "C", "P", "O", "O", "C", "N", "H", "H", "H", "H", "H", "H", "H", "H", "H", "H"], "coordinates": [[0.939, 1.134, 0.974], [1.510, 1.868, 3.900], [2.720, 2.337, 3.098], [2.333, 2.600, 1.682], [1.811, 3.965, 1.416], [0.353, 4.067, 1.858], [-0.366, 2.801, 1.564], [-1.299, 2.358, 2.636], [-0.775, 1.104, 3.363], [0.674, 0.941, 3.087], [0.889, 2.710, 4.198], [1.848, 1.385, 4.816], [3.468, 1.547, 3.087], [3.157, 3.225, 3.559], [3.178, 2.484, 1.127], [1.887, 4.140, 0.343], [2.409, 4.724, 1.925], [-0.119, 4.913, 1.359], [0.303, 4.264, 2.926], [-0.901, 2.903, 0.695], [-2.267, 2.125, 2.196], [-1.451, 3.174, 3.342], [-1.291, 0.220, 2.995], [-0.963, 1.187, 4.434], [0.941, -0.017, 3.301], [0.181, -3.962, -1.709], [-0.277, -2.577, -1.277], [-1.433, -2.652, -0.294], [-0.684, -1.738, -2.481], [0.851, -1.862, -0.670], [1.892, -2.331, 0.526], [2.671, -0.424, 1.188], [3.111, -2.969, -0.362], [4.475, -3.452, -0.135], [4.613, -4.726, -0.949], [4.732, -3.708, 1.337], [5.424, -2.371, -0.638], [1.198, -3.015, 1.779], [1.036, -4.125, 2.729], [2.031, -3.928, 3.862], [1.225, -5.448, 2.007], [-0.380, -4.015, 3.277], [-0.658, -4.515, -2.131], [0.569, -4.531, -0.863], [0.963, -3.904, -2.469], [-2.275, -3.161, -0.760], [-1.746, -1.648, -0.004], [-1.144, -3.201, 0.596], [-0.772, -0.687, -2.193], [0.026, -1.830, -3.308], [-1.652, -2.077, -2.848], [3.871, -5.461, -0.636], [5.604, -5.156, -0.801], [4.482, -4.532, -2.014], [4.085, -4.499, 1.707], [4.568, -2.800, 1.922], [5.763, -4.026, 1.482], [5.267, -1.440, -0.088], [5.309, -2.197, -1.714], [6.453, -2.688, -0.469], [3.058, -4.051, 3.534], [1.837, -4.662, 4.644], [1.918, -2.932, 4.294], [2.199, -5.508, 1.519], [0.448, -5.593, 1.257], [1.159, -6.265, 2.725], [-0.559, -3.017, 3.681], [-0.518, -4.741, 4.078], [-1.124, -4.223, 2.510], [-0.522, 0.270, 0.697], [-3.565, 4.551, 0.438], [-3.330, 3.993, -0.964], [-4.365, 4.531, -1.945], [-3.186, 1.773, -0.916], [-3.946, 1.401, -2.935], [-4.547, 0.007, -3.063], [-2.840, 1.648, -3.954], [-4.999, 1.157, 0.168], [-4.781, 1.182, 1.677], [-6.241, 1.938, -0.241], [-3.528, 5.644, 0.422], [-2.821, 4.208, 1.164], [-4.551, 4.272, 0.812], [-2.333, 4.299, -1.305], [-5.370, 4.193, -1.693], [-4.151, 4.241, -2.973], [-4.374, 5.625, -1.913], [-4.734, 2.141, -3.073], [-3.796, -0.772, -2.906], [-4.959, -0.125, -4.066], [-5.361, -0.153, -2.357], [-2.018, 0.938, -3.826], [-2.435, 2.662, -3.866], [-3.231, 1.535, -4.968], [-5.104, 0.116, -0.149], [-4.653, 2.201, 2.051], [-3.916, 0.578, 1.970], [-5.654, 0.766, 2.186], [-6.203, 2.967, 0.117], [-7.129, 1.478, 0.199], [-6.385, 1.952, -1.322], [1.728, 2.970, -4.374], [2.479, 2.857, -3.078], [1.784, 1.342, -2.220], [0.718, 0.895, -3.155], [1.392, 1.770, -0.806], [3.075, 0.027, -2.126], [2.450, -1.301, -2.428], [1.268, 3.873, -4.496], [0.998, 2.211, -4.330], [2.315, 2.812, -5.195], [2.284, 3.735, -2.467], [3.550, 2.798, -3.257], [3.467, -0.024, -1.109], [3.895, 0.231, -2.812], [1.526, -1.384, -1.956], [2.966, -2.058, -1.950], [2.344, -1.481, -3.426]], "lowdin_charge": [0.8526, -0.1244, -0.1507, -0.1747, -0.1414, -0.1307, -0.1068, -0.1459, -0.1390, -0.1560, 0.1205, 0.1491, 0.1049, 0.1427, 0.1215, 0.1129, 0.1416, 0.1416, 0.1222, 0.0694, 0.0779, 0.1343, 0.1195, 0.1424, 0.1100, 0.0053, -0.5814, 0.0037, -0.0257, -0.2332, -0.0180, 0.5656, -0.1851, -0.6108, -0.0032, -0.0180, -0.0209, -0.1258, -0.5895, -0.0069, -0.0020, -0.0155, 0.1132, 0.0783, 0.0920, 0.1095, 0.0753, 0.0662, 0.0633, 0.0845, 0.1023, 0.0937, 0.1079, 0.0926, 0.0700, 0.0829, 0.1130, 0.0713, 0.0870, 0.1083, 0.0698, 0.1066, 0.0905, 0.0749, 0.0885, 0.1111, 0.0880, 0.1061, 0.0801, -0.3051, -0.1479, -0.5696, -0.1372, 1.4924, -0.5820, -0.1339, -0.1642, -0.5658, -0.1625, -0.1293, 0.0872, 0.0366, 0.0659, 0.0581, 0.0693, 0.0614, 0.0880, 0.0689, 0.0590, 0.0908, 0.0618, 0.0442, 0.0561, 0.0872, 0.0710, 0.0640, 0.0513, 0.0894, 0.0649, 0.0914, 0.0673, 0.1574, -0.1380, 0.5498, -0.2927, -0.4048, -0.1753, 0.1480, 0.1775, 0.1233, 0.1779, 0.1041, 0.1130, 0.0223, 0.1168, 0.0474, 0.1148, 0.1708], "total_charge": 3, "relative_energy_kj_mol": 71.3, "lumo_energy_ev": -8.65, "total_energy_ha": -4016.90170, "homo_lumo_gap_ev": 5.60, "homo_energy_ev": -14.2, "molar_mass_da": 851.685}